[1]
The following is a quantum chemistry calculation of 14 unconnected molecules or ions with the total composition C56H154N14O14 in a non-equilibrium geometry, from the OMol25 dataset.

```
! wB97M-V def2-TZVPD RIJCOSX def2/J DEFGRID3
* xyz 0 1
C -1.61 1.89 7.95
C -1.09 2.89 6.94
C -2.01 2.96 5.69
O -1.74 1.84 4.87
C -2.61 1.63 3.80
N -0.97 4.20 7.59
H -0.86 1.67 8.72
H -1.84 0.92 7.50
H -2.53 2.22 8.43
H -0.09 2.68 6.56
H -1.76 3.86 5.11
H -3.05 3.00 6.05
H -3.67 1.72 4.07
H -2.45 0.64 3.36
H -2.45 2.31 2.95
H -0.70 4.94 6.95
H -1.90 4.42 7.92
C -2.67 6.26 -0.69
C -4.11 6.77 -0.86
C -4.14 8.17 -1.46
O -3.55 9.16 -0.65
C -3.82 10.48 -1.09
N -4.86 5.88 -1.79
H -2.01 6.96 -0.19
H -2.25 6.06 -1.68
H -2.75 5.28 -0.20
H -4.68 6.77 0.07
H -5.15 8.54 -1.74
H -3.75 8.18 -2.49
H -3.71 10.55 -2.17
H -3.11 11.16 -0.62
H -4.85 10.73 -0.82
H -4.55 4.93 -1.57
H -4.53 6.09 -2.72
C -4.16 0.16 -1.06
C -5.36 0.83 -1.69
C -4.95 2.26 -2.11
O -4.84 3.17 -1.04
C -6.05 3.47 -0.40
N -5.73 0.08 -2.88
H -3.29 -0.09 -1.67
H -4.50 -0.73 -0.53
H -3.76 0.85 -0.31
H -6.18 0.78 -0.97
H -5.55 2.71 -2.92
H -3.95 2.19 -2.54
H -6.88 3.78 -1.05
H -5.92 4.21 0.39
H -6.51 2.63 0.13
H -6.09 -0.84 -2.72
H -6.38 0.58 -3.47
C -1.81 -6.95 -2.83
C -3.24 -6.81 -2.28
C -3.29 -5.90 -1.06
O -2.41 -6.37 -0.07
C -2.25 -5.46 1.00
N -4.15 -6.35 -3.33
H -1.60 -7.79 -3.48
H -1.17 -6.92 -1.95
H -1.55 -6.05 -3.40
H -3.61 -7.80 -2.01
H -4.31 -5.81 -0.65
H -3.07 -4.87 -1.40
H -3.18 -5.40 1.58
H -1.92 -4.48 0.67
H -1.48 -5.84 1.67
H -3.92 -5.41 -3.66
H -4.17 -6.96 -4.13
C 1.42 -6.28 0.20
C 2.48 -5.50 0.96
C 3.76 -6.33 1.08
O 3.47 -7.62 1.61
C 4.60 -8.45 1.62
N 2.77 -4.21 0.36
H 0.92 -7.08 0.74
H 1.80 -6.75 -0.72
H 0.57 -5.64 -0.08
H 1.97 -5.42 1.92
H 4.45 -5.82 1.76
H 4.22 -6.49 0.10
H 4.96 -8.53 0.58
H 4.43 -9.46 1.98
H 5.46 -8.00 2.13
H 3.21 -3.62 1.06
H 3.50 -4.32 -0.34
C 3.92 5.47 6.02
C 3.49 4.99 4.64
C 2.28 4.02 4.65
O 2.29 3.30 3.44
C 1.15 2.49 3.26
N 3.22 6.14 3.78
H 4.91 5.90 5.91
H 3.97 4.60 6.68
H 3.23 6.19 6.46
H 4.28 4.44 4.12
H 1.36 4.58 4.87
H 2.36 3.33 5.50
H 1.42 1.90 2.38
H 0.28 3.11 3.00
H 0.92 1.75 4.04
H 2.83 5.81 2.90
H 2.48 6.72 4.16
C 5.40 1.70 -4.72
C 5.09 1.72 -3.21
C 4.35 0.50 -2.69
O 3.27 0.24 -3.58
C 2.41 -0.80 -3.18
N 6.30 1.95 -2.39
H 5.95 2.59 -5.02
H 4.46 1.67 -5.27
H 5.91 0.76 -4.97
H 4.51 2.64 -3.06
H 3.99 0.76 -1.69
H 5.00 -0.37 -2.59
H 2.81 -1.82 -3.18
H 1.66 -0.84 -3.98
H 1.94 -0.66 -2.20
H 6.68 1.03 -2.16
H 6.98 2.36 -3.03
C 3.34 -0.51 0.70
C 3.71 -0.48 2.20
C 4.59 -1.66 2.63
O 3.93 -2.90 2.60
C 2.95 -3.02 3.63
N 4.36 0.80 2.52
H 2.81 0.41 0.45
H 2.76 -1.39 0.43
H 4.28 -0.49 0.15
H 2.84 -0.46 2.86
H 4.98 -1.37 3.61
H 5.49 -1.69 2.00
H 3.21 -2.51 4.55
H 2.85 -4.09 3.79
H 1.97 -2.70 3.27
H 5.01 1.13 1.81
H 3.69 1.56 2.57
C 0.00 3.81 -3.84
C 0.48 2.35 -3.73
C -0.70 1.41 -3.68
O -1.41 1.38 -4.90
C -2.56 0.57 -4.89
N 1.34 2.02 -4.86
H 0.84 4.51 -3.81
H -0.67 3.98 -3.00
H -0.53 3.89 -4.79
H 1.05 2.21 -2.80
H -1.41 1.66 -2.88
H -0.30 0.40 -3.50
H -3.10 0.71 -5.82
H -3.23 0.82 -4.06
H -2.15 -0.44 -4.75
H 2.07 2.73 -4.90
H 1.85 1.17 -4.66
C -0.80 -1.69 -1.18
C -0.13 -1.05 0.00
C -0.90 0.11 0.60
O -1.04 1.19 -0.32
C -1.32 2.42 0.34
N 0.19 -2.05 1.04
H -1.25 -0.89 -1.77
H -1.59 -2.38 -0.91
H -0.08 -2.17 -1.85
H 0.81 -0.59 -0.34
H -0.46 0.43 1.56
H -1.93 -0.17 0.86
H -2.28 2.31 0.86
H -1.50 3.10 -0.49
H -0.48 2.74 0.96
H 0.62 -1.78 1.91
H 0.77 -2.76 0.61
C 2.23 -2.16 7.71
C 1.99 -0.68 7.29
C 0.72 -0.48 6.48
O 0.66 -1.38 5.39
C -0.47 -1.18 4.56
N 1.94 0.16 8.48
H 2.22 -2.81 6.83
H 1.45 -2.48 8.40
H 3.22 -2.24 8.16
H 2.83 -0.49 6.63
H 0.75 0.56 6.13
H -0.20 -0.52 7.08
H -0.63 -2.11 4.02
H -0.31 -0.30 3.93
H -1.38 -1.04 5.14
H 1.17 -0.11 9.08
H 2.80 -0.03 8.98
C 1.55 -3.94 -5.02
C 1.02 -5.09 -4.19
C 1.87 -6.35 -4.34
O 1.37 -7.32 -3.44
C 2.13 -8.48 -3.29
N 0.87 -4.63 -2.82
H 2.55 -3.59 -4.75
H 0.88 -3.08 -5.06
H 1.58 -4.18 -6.09
H 0.03 -5.31 -4.62
H 2.89 -6.09 -4.00
H 1.89 -6.73 -5.37
H 3.16 -8.25 -2.99
H 2.20 -9.07 -4.21
H 1.65 -9.17 -2.59
H 0.40 -5.39 -2.32
H 1.77 -4.62 -2.35
C -6.41 -2.78 -6.62
C -5.51 -3.66 -5.78
C -4.34 -2.90 -5.20
O -3.50 -3.82 -4.49
C -2.39 -3.19 -3.88
N -6.38 -4.19 -4.71
H -6.70 -1.90 -6.03
H -7.35 -3.26 -6.87
H -5.83 -2.40 -7.47
H -5.14 -4.50 -6.37
H -4.50 -2.02 -4.56
H -3.72 -2.53 -6.04
H -1.75 -2.79 -4.67
H -1.93 -3.84 -3.15
H -2.79 -2.37 -3.26
H -6.65 -3.38 -4.15
H -5.85 -4.78 -4.07
C 2.94 3.07 -0.69
C 3.63 4.36 -0.22
C 2.53 5.42 -0.04
O 3.16 6.64 0.31
C 2.20 7.66 0.55
N 4.20 3.97 1.08
H 2.16 2.69 -0.03
H 3.71 2.31 -0.84
H 2.46 3.21 -1.66
H 4.39 4.80 -0.87
H 1.82 5.11 0.74
H 1.97 5.56 -0.98
H 1.62 7.75 -0.38
H 2.66 8.62 0.72
H 1.51 7.38 1.35
H 3.43 3.60 1.62
H 4.55 4.81 1.54
*
```

Results
E, eV: -110088.202

These are the Mulliken partial charges, in e, on atoms 1 to 8:
1. C -1.67
2. C 1.60
3. C -0.92
4. O 0.14
5. C -0.96
6. N -0.69
7. H 0.29
8. H 0.30

***

[2]
The following is a quantum chemistry calculation of a molecular structure, C15H13N3O2ReS2, from the OMol25 dataset.

```
! wB97M-V def2-TZVPD RIJCOSX def2/J DEFGRID3
* xyz 2 4
Re -0.32 0.51 0.63
O 0.76 3.60 3.01
C 0.73 3.10 1.93
O -0.03 1.95 1.76
C 1.39 3.62 0.72
C 1.95 4.89 0.84
C 2.60 5.50 -0.21
C 2.72 4.84 -1.42
C 2.19 3.57 -1.57
C 1.53 2.96 -0.51
S 0.99 1.32 -0.93
H 1.85 5.40 1.80
H 3.02 6.49 -0.09
H 3.23 5.30 -2.26
H 2.29 3.05 -2.52
N -4.64 0.33 1.26
C -3.42 0.82 1.36
N -2.92 1.19 2.53
S -2.48 0.99 -0.12
H -5.29 0.35 2.03
H -4.98 -0.02 0.37
H -3.47 1.09 3.38
H -2.14 1.83 2.58
N -0.29 -1.43 -0.04
C -0.10 -2.52 -0.38
C 0.14 -3.84 -0.80
C -0.18 -4.91 0.04
C 0.08 -6.20 -0.38
C 0.65 -6.42 -1.63
C 0.97 -5.35 -2.47
C 0.72 -4.06 -2.06
H -0.62 -4.73 1.01
H -0.17 -7.04 0.25
H 0.85 -7.43 -1.96
H 1.42 -5.53 -3.44
H 0.97 -3.22 -2.70
*
```

Results
E, eV: -48116.892

These are the Mulliken partial charges, in e, on atoms 1 to 8:
1. Re 0.72
2. O -0.49
3. C 0.84
4. O -0.48
5. C 0.28
6. C -0.60
7. C -0.61
8. C -0.58